The following is a quantum chemistry calculation of C17H20N5OOsSi as an isolated structure, from the Open Molecules 2025 dataset.

Calculated values
- Total energy: -1387.87930 hartree
- F_max: 1.337 eV/A
- Energy relative to the best compared isomer or geometry (same formula, charge and spin): 320.5 kJ/mol
- Charge: +3

```
45
Properties=species:S:1:pos:R:3:lowdin_charge:R:1
Os -0.15754 -0.20180 -0.96598 1.468
N 3.04453 -3.02104 -1.10626 0.192
C 2.15144 -2.15438 -1.47943 -0.075
N 1.27768 -1.58484 -0.62961 -0.093
C 1.37871 -1.88588 0.75134 -0.232
N 0.57724 -1.28131 1.58664 0.141
N -0.23632 -0.41166 0.94815 -0.164
C -1.16570 0.27529 1.50458 0.035
C -1.95841 0.98535 0.40886 -0.478
C -2.89531 1.98360 1.00066 0.127
C -2.92809 3.26223 0.55621 0.042
C -2.01863 3.65066 -0.44587 0.159
C -1.03497 2.76563 -0.97066 -0.018
N -0.96453 1.54821 -0.54597 -0.054
C 2.34360 -2.84818 1.18596 -0.081
C 2.47227 -3.22704 2.53026 0.037
C 3.42092 -4.16393 2.88173 0.003
C 4.25163 -4.73229 1.91496 0.021
C 4.14680 -4.37163 0.57824 0.039
C 3.19385 -3.43378 0.23092 -0.136
H 3.66423 -3.42012 -1.80666 0.200
H 2.09635 -1.88423 -2.52672 0.159
H -1.40642 0.20601 2.55856 0.169
H -3.53435 1.65199 1.81359 0.157
H -3.62467 3.98227 0.96558 0.154
H -2.05622 4.65739 -0.85017 0.159
H -0.34792 3.08708 -1.74435 0.155
H 1.82966 -2.78358 3.27732 0.131
H 3.52308 -4.46109 3.91620 0.136
H 4.99112 -5.46543 2.20841 0.139
H 4.79632 -4.81268 -0.16711 0.140
C -3.91931 -1.71819 1.28284 -0.137
Si -3.86651 -1.07413 -0.46463 0.559
C -5.25923 0.07215 -0.91846 -0.130
C -3.43835 -2.33739 -1.74752 -0.142
O -2.36703 -0.02042 -0.50896 -0.259
H -4.74870 -2.43059 1.35176 0.066
H -4.13120 -0.97078 2.05178 0.043
H -3.01958 -2.26856 1.56318 0.046
H -6.17701 -0.52358 -0.97077 0.067
H -5.12238 0.53344 -1.89733 0.054
H -5.47416 0.85813 -0.19104 0.040
H -4.29407 -3.00586 -1.87773 0.066
H -2.59167 -2.96286 -1.45875 0.041
H -3.23492 -1.89164 -2.72255 0.050
```


The following is a quantum chemistry calculation of an isolated ion of composition C2HN4S and charge -1, from the Open Molecules 2025 dataset.

Calculated values
- Total energy: -693.97867 hartree
- F_max: 7.415 eV/A
- Energy relative to the best compared isomer or geometry (same formula, charge and spin): 152.1 kJ/mol
- Charge: -1

```
8
Properties=species:S:1:pos:R:3:lowdin_charge:R:1
S -2.58125 1.38295 -0.08391 0.550
C -1.66112 0.07163 0.04569 -0.581
C 0.18303 -0.02441 -0.13420 -0.449
N 0.79567 -1.20224 -0.16960 -0.077
N 2.06947 -0.88267 -0.06429 -0.147
N 2.14200 0.46367 0.00513 -0.175
N 0.98291 1.01401 0.02049 -0.059
H -1.93072 -0.82294 0.38070 -0.061
```


The following is a quantum chemistry calculation of C40H43Cl5MgNO4PSSi2 as an isolated structure, from the Open Molecules 2025 dataset.

Calculated values
- Total energy: -5725.59227 hartree
- F_max: 0.417 eV/A
- Energy relative to the best compared isomer or geometry (same formula, charge and spin): 84.3 kJ/mol
- Charge: -2

```
98
Properties=species:S:1:pos:R:3:lowdin_charge:R:1
Mg 0.80140 -0.49086 -0.58590 0.535
C 2.54641 3.17173 7.02935 -0.067
C 2.03352 2.34710 5.87666 -0.297
C 0.80621 1.70358 5.95070 -0.064
C 0.32794 0.94700 4.88532 -0.058
C 1.08864 0.82338 3.74086 -0.255
C 2.32430 1.45677 3.64699 -0.044
C 2.78671 2.21311 4.70906 -0.049
S 0.56473 -0.20741 2.38140 0.541
O 1.35504 -1.42639 2.46246 -0.300
O 0.97698 0.65168 1.22524 -0.470
N -0.94637 -0.35223 2.51031 -0.209
C -1.52120 -1.65157 2.20747 -0.216
C -1.52827 -2.13166 0.73730 -0.664
O -2.31158 -3.04244 0.46782 -0.015
O -0.73938 -1.57506 -0.09980 -0.143
H 1.72387 3.55548 7.63556 0.066
H 3.13132 4.02244 6.67513 0.069
H 3.19252 2.58227 7.68553 0.073
H 0.19763 1.81635 6.84255 0.106
H -0.63850 0.45701 4.91523 0.108
H 2.90364 1.35785 2.73677 0.100
H 3.74557 2.71544 4.62946 0.109
H -2.56692 -1.64338 2.52011 0.096
H -1.04128 -2.46671 2.76496 0.107
C -0.64764 4.26363 4.46014 -0.118
C 0.23939 4.28281 3.39475 -0.094
C -0.07732 3.63983 2.20677 -0.085
C -1.28900 2.96496 2.05235 -0.330
C -2.14583 2.90577 3.15308 -0.097
C -1.83685 3.56253 4.33588 -0.102
P -1.68324 2.05034 0.49956 1.157
C -3.51213 1.96921 0.65680 -0.374
C -4.35356 3.06112 0.88208 -0.128
C -5.72013 2.88445 1.03095 -0.100
C -6.26602 1.60592 0.96940 -0.107
C -5.44076 0.51211 0.76148 -0.074
C -4.07057 0.69386 0.60607 -0.081
C -1.40371 3.35040 -0.77452 -0.340
C -2.39716 4.04460 -1.46536 -0.092
C -2.07039 4.92761 -2.48806 -0.102
C -0.74505 5.13858 -2.83720 -0.107
C 0.25439 4.44063 -2.17381 -0.086
C -0.07458 3.54676 -1.16564 -0.120
H -0.39516 4.75650 5.39176 0.094
H 1.19358 4.78764 3.48790 0.101
H 0.64193 3.65602 1.40166 0.094
H -3.06556 2.33916 3.08979 0.100
H -2.52226 3.50137 5.17372 0.096
H -3.92782 4.05554 0.95631 0.109
H -6.36009 3.74193 1.20462 0.092
H -7.33437 1.46680 1.08806 0.090
H -5.85238 -0.48862 0.72165 0.103
H -3.42317 -0.16138 0.45045 0.088
H -3.43894 3.88104 -1.22303 0.083
H -2.86043 5.44438 -3.02063 0.093
H -0.49312 5.81653 -3.64375 0.092
H 1.29027 4.55513 -2.46774 0.097
H 0.71077 2.95526 -0.70636 0.080
Cl 2.22607 -3.68515 -0.26733 0.669
C 3.34614 -2.39932 0.11634 -0.704
C 2.94822 -1.10000 -0.15515 -0.216
C 3.88579 -0.12820 0.15103 -0.689
Cl 3.52754 1.54828 -0.26228 0.664
C 5.12543 -0.39109 0.72841 -0.707
Cl 6.24086 0.87894 1.11665 0.617
C 5.46933 -1.71424 0.99467 -0.709
Cl 7.00401 -2.08877 1.70602 0.615
C 4.57507 -2.73388 0.67465 -0.703
Cl 5.01061 -4.38136 0.98578 0.623
C -1.46505 1.14090 -4.85524 -0.185
Si -1.03034 -0.10008 -3.47431 0.376
C -1.09568 -1.83980 -4.21579 -0.177
C -2.52835 -0.00002 -2.33963 -0.179
C 0.58588 0.26380 -2.68162 -0.392
Si 2.03057 0.25968 -3.82757 0.383
C 3.60900 -0.65084 -3.32915 -0.189
C 1.73040 -0.49442 -5.55065 -0.205
C 2.56385 2.04787 -4.17306 -0.193
H -2.43028 0.90460 -5.31763 0.017
H -0.70734 1.17914 -5.64183 -0.003
H -1.54077 2.14286 -4.41850 0.014
H -2.14249 -2.13394 -4.34488 0.019
H -0.63575 -2.55828 -3.53193 0.034
H -0.60216 -1.91530 -5.18468 0.000
H -3.42173 -0.31384 -2.89148 0.033
H -2.70636 1.01910 -1.98736 0.004
H -2.39820 -0.66054 -1.48089 0.008
H 0.52537 1.33062 -2.40571 -0.037
H 3.40180 -1.66660 -2.98499 0.027
H 4.15523 -0.13814 -2.53844 0.000
H 4.26171 -0.71214 -4.20820 0.021
H 1.59833 -1.57759 -5.49955 0.020
H 2.62617 -0.30074 -6.15185 0.017
H 0.87270 -0.07384 -6.07695 0.000
H 2.88086 2.53004 -3.24281 0.002
H 1.72588 2.61946 -4.58493 0.018
H 3.39888 2.09689 -4.87988 0.017
```


The following is a quantum chemistry calculation of C13H17AuIN7S as an isolated structure, from the Open Molecules 2025 dataset.

Calculated values
- Total energy: -1719.71818 hartree
- F_max: 1.783 eV/A
- Energy relative to the best compared isomer or geometry (same formula, charge and spin): 0.0 kJ/mol
- Charge: +2

```
40
Properties=species:S:1:pos:R:3:lowdin_charge:R:1
Au -0.11518 -0.09778 -0.17476 1.062
C 0.31693 2.38508 1.58342 -0.134
C -0.21548 1.37792 2.59371 -0.169
N 0.18033 0.00520 2.26584 -0.149
C 1.51446 -0.46267 2.61759 -0.232
C 2.63819 0.07940 1.73184 -0.369
S 2.34547 0.02988 -0.07764 0.990
C 2.46186 1.79284 -0.54292 -0.381
C 1.12045 2.44152 -0.80780 -0.231
N 0.07720 1.98119 0.15195 -0.177
H 1.38469 2.54246 1.70839 0.108
H -0.16691 3.34542 1.76280 0.145
H -1.30619 1.40755 2.58467 0.130
H 0.11686 1.67700 3.59213 0.142
H -0.48383 -0.62552 2.70020 0.126
H 1.50178 -1.54966 2.53662 0.129
H 1.77535 -0.21421 3.65130 0.142
H 3.51511 -0.54962 1.88557 0.099
H 2.92198 1.09872 1.98302 0.081
H 3.05754 1.82759 -1.45452 0.103
H 3.04018 2.28595 0.23671 0.093
H 0.77796 2.17382 -1.80639 0.126
H 1.22341 3.52872 -0.77062 0.147
H -0.80554 2.38962 -0.14250 0.117
I -5.90665 -1.87675 0.69285 1.010
C -4.32031 -0.75275 0.05826 -0.764
C -4.35248 0.44960 -0.61419 -0.086
N -3.07960 0.83178 -0.83374 0.021
N -2.21696 -0.08302 -0.34756 -0.135
C -2.96583 -1.04864 0.19741 -0.172
H -5.18639 1.04498 -0.95118 0.144
H -2.77103 1.61242 -1.38847 0.166
H -2.51642 -1.91730 0.65383 0.105
N -0.13397 -1.93503 -0.86056 0.007
C -0.05502 -3.05731 -0.47984 -0.131
C -0.03722 -4.32704 -0.06100 -0.191
C -1.29294 -4.92177 0.28757 -0.161
N -2.31273 -5.34428 0.60782 0.222
C 1.20783 -5.02366 0.04059 -0.157
N 2.20731 -5.58087 0.14435 0.224
```


The following is a quantum chemistry calculation of a 2-piece molecular cluster, C3H12N3O2 overall, from the Open Molecules 2025 dataset.

Calculated values
- Total energy: -435.75063 hartree
- F_max: 4.636 eV/A
- Energy relative to the best compared isomer or geometry (same formula, charge and spin): 820.4 kJ/mol
- Charge: +1

```
20
Properties=species:S:1:pos:R:3:lowdin_charge:R:1
C -1.13015 2.66796 0.75647 -0.021
C 1.26879 -2.08077 -1.36110 -0.090
C 0.12628 1.66205 -0.92751 0.232
N 0.93773 -0.94440 1.46546 0.070
N -1.33369 -0.85031 0.79545 0.069
N 0.02007 -0.91880 0.47188 -0.328
O -0.92193 2.37511 -0.61037 0.031
O 0.17792 -2.12785 -0.41065 -0.194
H -2.14826 2.52772 1.01219 0.097
H -1.04241 3.70951 0.95549 0.100
H -0.45745 2.06813 1.51646 0.155
H 1.17077 -2.92463 -2.03790 0.080
H 2.30206 -2.21076 -0.86355 0.093
H 1.25334 -0.98320 -1.88505 0.108
H 0.37454 1.48095 -1.92112 0.109
H 0.89369 1.31264 -0.34482 0.074
H 1.38445 -1.84486 1.72768 0.129
H 1.70808 -0.36202 1.24977 0.064
H -1.50138 -1.58232 1.60661 0.150
H -1.80252 -1.16307 -0.01663 0.071
```